Below is an isolated molecule of C4H6N2 in a non-equilibrium geometry, with properties calculated with ωB97M-V/def2-TZVPD.

The relative energy (zero: lowest compared OMol25 entry of this formula, charge and spin) is 98.25 kcal/mol. Its spin multiplicity is 1. The value obtained for the HOMO-LUMO gap is 8.00 eV. The value obtained for the HOMO energy is -7.42 eV. As for the total charge: 0. Its LUMO energy is 0.58 eV.

Last columns: bonded neighbours and bond lengths (Å).
CARTESIAN COORDINATES (ANGSTROEM)
1 N -1.54719 0.83562 -1.45563  C2 1.312, H7 1.007, H8 1.014
2 C -0.34949 0.67577 -0.94353  N1 1.312, C3 1.352
3 C 0.44295 -0.40583 -0.76985  C2 1.352, C4 1.365, H9 1.159
4 C 1.12931 -0.98863 0.25576  C3 1.365, C5 1.452, H10 1.087
5 C 0.76659 -0.44455 1.55271  C4 1.452, N6 1.287, H11 1.100
6 N -0.13724 0.46823 1.63072  C5 1.287, H12 1.017
7 H -1.67994 1.61289 -2.08254  N1 1.007
8 H -2.22768 0.08688 -1.51589  N1 1.014
9 H 0.71292 -0.02305 -1.83037  C3 1.159
10 H 1.87749 -1.76881 0.13727  C4 1.087
11 H 1.29481 -0.83340 2.43514  C5 1.100
12 H -0.28254 0.78491 2.58620  N6 1.017

Results of the natural (NBO) charge analysis, in e, for atoms 1 through 5: number 1, N, carries -0.752; number 2, C, carries 0.198; number 3, C, carries -0.213; number 4, C, carries -0.418; number 5, C, carries 0.099